Record 1
C7H11N5O | wB97M-V/def2-TZVPD

SMILES   Nc1nc(N)nc([C@H]2CCCO2)n1
Kohn-Sham gap   10.25 eV
Spin multiplicity   1
HOMO energy   -9.47 eV

The geometry in XYZ format:
```
24
Properties=species:S:1:pos:R:3:forces:R:3:lowdin_charge:R:1
N -1.674462 2.434505 -0.261596 -0.186 -0.291 -0.071 0.19
N -0.918292 0.987486 1.451863 -0.131 -2.259 0.324 0.18
N -0.499489 0.446709 -0.743917 1.725 -2.285 0.276 0.19
O 1.860985 -0.777857 1.040014 -0.530 0.686 0.465 -0.09
C -1.614973 1.996064 0.966798 1.626 2.775 1.551 -0.49
C -1.061153 1.570669 -1.031366 -1.853 0.002 -1.755 -0.53
C -0.411000 0.183807 0.529653 1.384 0.031 1.375 -0.25
N -1.951133 2.906725 1.901583 -0.526 0.129 1.263 0.13
N -1.231942 1.760629 -2.336370 -0.780 -0.430 -2.802 0.13
C 2.561951 -1.519711 0.044990 0.681 0.133 -0.279 -0.20
C 0.450268 -1.004029 1.004908 -0.659 -1.522 -0.788 -0.24
C 1.514172 -2.151098 -0.839501 0.256 0.153 -0.846 -0.19
C 0.320764 -2.245530 0.076759 -0.549 -0.353 0.100 -0.14
H -1.372178 2.702977 2.714632 -0.637 0.671 0.078 0.11
H -1.996501 3.851558 1.540763 -0.022 -0.193 0.362 0.10
H -1.455104 0.838113 -2.798684 0.563 1.846 0.345 0.14
H -1.915122 2.503318 -2.433802 0.004 -0.276 -0.743 0.10
H 3.219659 -0.822632 -0.497225 -0.219 -0.171 0.136 0.12
H 3.219290 -2.278665 0.505564 -0.352 0.243 0.156 0.12
H 0.063888 -1.318598 1.979596 0.401 0.526 0.170 0.14
H 1.288250 -1.501205 -1.708225 0.058 -0.254 0.534 0.11
H 1.804923 -3.127722 -1.232704 0.100 0.081 0.079 0.11
H -0.562209 -2.256763 -0.566515 -0.266 0.002 0.531 0.11
H 0.359405 -3.178751 0.692782 -0.087 0.756 -0.461 0.13
```
Forces are in eV/Å.

Record 2
C7H11NO | wB97M-V/def2-TZVPD

Kohn-Sham gap   8.46 eV
Spin multiplicity   1
HOMO energy   -9.41 eV

The geometry in XYZ format:
```
20
Properties=species:S:1:pos:R:3:forces:R:3:lowdin_charge:R:1
C 0.603135 -0.687816 0.290941 -0.284 -0.002 -0.619 -0.32
C 0.062020 0.394647 1.075269 -0.968 0.541 -0.270 -0.08
C 0.005994 -2.034255 0.495662 -0.176 0.041 -0.150 -0.03
C 1.958810 -0.582291 -0.317864 0.030 -0.012 -0.092 -0.04
C -1.204023 2.212836 -0.331742 0.017 -0.311 -0.490 -0.03
C -1.280875 0.765111 0.142879 0.119 0.190 2.119 -0.55
C -0.533461 -0.102927 -1.503142 0.664 -0.630 -0.262 -0.19
O -2.318887 0.213772 0.466331 0.645 0.100 -0.562 0.03
N -0.530111 -0.411757 -2.621073 -0.070 0.145 0.252 0.09
H 0.720209 1.254364 1.174143 0.002 -0.031 -0.020 0.12
H -0.388383 0.103243 2.021292 0.134 -0.080 0.017 0.13
H 0.351716 -2.418126 1.464227 0.043 0.130 -0.042 0.11
H 0.293104 -2.736602 -0.284972 -0.061 0.059 0.013 0.10
H -1.084048 -1.940790 0.565025 0.109 -0.040 -0.032 0.10
H 2.064898 -1.233411 -1.184219 -0.024 0.025 0.066 0.09
H 2.205539 0.441830 -0.594496 -0.052 -0.047 0.019 0.09
H 2.679538 -0.905530 0.447505 -0.112 0.011 0.001 0.11
H -1.436403 2.848032 0.526436 -0.014 -0.136 0.002 0.10
H -1.948981 2.353888 -1.112846 0.010 0.077 0.055 0.09
H -0.219791 2.465783 -0.719356 -0.012 -0.031 -0.003 0.08
```
Forces are in eV/Å.

Record 3
C7H11NO | wB97M-V/def2-TZVPD

Kohn-Sham gap (spin up / spin down)   7.95 / 5.67 eV
Spin multiplicity   1
HOMO energy (spin up / spin down)   -7.86 / -6.54 eV

The geometry in XYZ format:
```
20
Properties=species:S:1:pos:R:3:forces:R:3:lowdin_charge:R:1
C -3.141106 1.426044 0.073179 -1.001 4.346 0.733 0.02
C 2.050471 1.751399 0.154955 -2.147 -0.547 0.486 0.03
C -2.741456 0.193048 0.093166 1.818 -0.916 -0.584 -0.16
C 1.956041 0.385709 0.172701 2.413 -0.131 -0.405 -0.33
C -1.452378 -0.357150 -0.146406 0.367 -2.036 -0.032 -0.31
C 3.403846 -0.681528 0.150826 -5.245 3.073 1.417 0.06
C -1.380009 -1.841837 -0.464894 -1.885 1.615 -0.052 -0.02
N 0.889376 -0.370322 0.051632 -2.453 -2.240 -0.044 0.05
O -0.344636 0.311475 0.008142 1.075 1.245 0.430 0.01
H -4.185266 1.629220 0.273533 -0.165 -0.144 -0.082 0.05
H -2.587169 2.404996 0.023369 0.024 -1.581 -0.248 0.09
H 1.231699 2.524122 0.245164 0.801 -1.454 -0.282 0.07
H 3.003411 2.108943 0.068662 2.322 1.185 0.014 0.00
H -3.466210 -0.561424 0.211157 -0.881 -0.825 0.049 0.10
H 4.066154 -0.044385 -0.271204 2.392 1.217 -1.769 0.01
H 3.657849 -0.900481 1.133957 0.434 0.058 2.004 0.03
H 3.120768 -1.586446 -0.248409 -0.426 -1.621 -1.762 0.02
H -0.457142 -1.913541 -0.976428 0.723 -0.855 -0.965 0.05
H -2.348338 -2.123899 -1.036703 1.926 0.165 0.952 0.12
H -1.275911 -2.353937 0.483592 -0.094 -0.554 0.142 0.09
```
Forces are in eV/Å.

Record 4
C7H11NO | wB97M-V/def2-TZVPD

Kohn-Sham gap   6.83 eV
Spin multiplicity   1
HOMO energy   -6.11 eV

The geometry in XYZ format:
```
20
Properties=species:S:1:pos:R:3:forces:R:3:lowdin_charge:R:1
C 0.090264 1.876251 -0.741592 -0.270 0.116 -0.063 -0.06
C -2.210785 -0.093095 1.090741 -0.159 -0.007 0.168 -0.10
C 0.711959 -0.484418 0.381235 -3.796 -0.620 -0.347 -0.23
C 0.533483 0.593360 -0.205300 3.096 0.895 -0.260 -0.09
C -1.324521 -0.589549 0.005908 1.192 -0.836 0.642 -0.23
N 1.311362 -1.625730 0.715773 0.594 -0.214 0.184 0.13
C 2.924828 0.644602 -0.258527 -0.492 0.125 -0.353 -0.16
C -1.632211 -1.371952 -1.011890 0.087 0.124 0.026 0.01
O 3.621508 -0.342611 -0.108908 -0.239 0.320 0.012 -0.11
H 1.166890 -1.914642 1.675198 -0.010 0.022 -0.129 0.11
H 2.309964 -1.587604 0.449724 -0.286 0.044 0.069 0.08
H 3.459481 1.577237 -0.627475 0.054 0.005 0.079 0.03
H -0.271222 1.766913 -1.766297 0.039 0.002 0.055 0.09
H 0.915110 2.589571 -0.729620 -0.023 -0.118 0.018 0.08
H -0.718654 2.290226 -0.135449 -0.003 -0.044 -0.012 0.08
H -3.227989 -0.495643 0.994630 0.104 0.051 -0.094 0.08
H -1.836300 -0.386786 2.075808 0.021 0.053 -0.089 0.08
H -2.288229 0.997989 1.088249 0.046 -0.060 0.008 0.07
H -0.895897 -1.670814 -1.750976 0.030 -0.081 0.132 0.07
H -2.639042 -1.773305 -1.141234 0.015 0.225 -0.044 0.06
```
Forces are in eV/Å.

Record 5
C7H11NO4S | wB97M-V/def2-TZVPD

SMILES   CC1(C)C(=S(=O)=O)CN[C@H]1C(=O)O
Kohn-Sham gap (spin up / spin down)   7.82 / 7.77 eV
Spin multiplicity   1
HOMO energy (spin up / spin down)   -9.44 / -9.46 eV

The geometry in XYZ format:
```
24
Properties=species:S:1:pos:R:3:forces:R:3:lowdin_charge:R:1
C 1.195690 0.083717 -0.465218 -1.544 -3.004 1.628 -0.16
C -2.125326 -1.055899 0.434527 -0.842 3.412 2.939 -0.49
C 0.691607 -0.903236 -1.596119 1.156 3.157 0.199 -0.15
C -1.211858 -0.144495 -0.451854 -2.542 -1.539 0.296 -0.19
C -0.061076 0.510445 0.328777 2.116 2.291 -2.789 -0.45
C -0.008741 2.055855 -0.077658 -1.907 -0.667 2.199 0.00
C -0.024787 0.407145 1.821847 -2.041 0.871 0.926 -0.04
N -0.733565 -1.114219 -1.435615 0.132 1.283 -2.311 -0.04
O -2.906299 -0.601758 1.289435 1.254 -0.867 -2.329 0.06
O -1.800736 -2.296762 0.412185 -0.703 -2.335 1.004 0.16
O 3.203669 0.762799 1.305455 -1.066 -0.945 -0.343 -0.34
O 3.514008 -0.890025 -0.485400 2.111 -1.732 -1.317 -0.35
S 2.649527 -0.278261 0.441278 -1.274 2.512 0.009 0.80
H 1.051691 -0.284338 -2.432178 -0.766 0.050 -0.627 0.14
H 1.203865 -1.787350 -1.780758 1.218 -1.694 0.428 0.10
H -1.864482 0.563739 -0.990706 0.291 0.135 0.780 0.16
H -0.441971 2.304797 -1.010598 -0.255 -0.100 -1.162 0.07
H 0.984833 2.373081 -0.018230 1.509 0.721 0.090 0.06
H -0.595194 2.597575 0.686070 0.198 -0.045 -0.301 0.10
H -1.135015 0.442784 2.034870 1.321 -0.103 0.681 0.11
H 0.480779 1.188364 2.424521 -0.237 0.024 -1.053 0.11
H 0.415898 -0.483584 2.187065 0.073 -1.318 0.167 0.07
H -1.303368 -0.940604 -2.328917 1.555 -0.579 1.592 0.18
H -1.179149 -2.509762 -0.292774 0.242 0.471 -0.706 0.11
```
Forces are in eV/Å.

Record 6
C7H11NO4S | wB97M-V/def2-TZVPD

Kohn-Sham gap   9.08 eV
Spin multiplicity   1
HOMO energy   -8.64 eV

The geometry in XYZ format:
```
24
Properties=species:S:1:pos:R:3:forces:R:3:lowdin_charge:R:1
C -0.476321 -0.264975 0.991604 0.091 -3.313 0.661 -0.26
C -0.176001 3.417335 2.363962 -1.292 1.365 0.316 -0.49
C -1.039216 0.791105 0.040898 3.706 0.215 0.347 -0.16
C 0.092134 1.076764 -0.983645 2.102 -0.461 1.076 -0.18
C 0.562195 -0.220807 -1.671527 -2.164 0.168 1.900 -0.20
C 1.155537 -1.134759 -0.621168 1.078 0.065 -1.503 -0.18
C 0.336968 -1.364453 0.594262 -0.830 2.881 0.849 -0.30
N 0.657535 -2.592303 1.238763 0.147 1.995 2.505 0.09
O -1.100976 3.908087 2.846512 -0.424 0.273 0.500 0.20
O 0.759273 3.077452 1.803177 1.837 -1.045 -0.796 0.21
O -2.712233 -0.812043 2.440514 0.795 0.313 0.396 -0.33
O -1.255804 1.325119 2.864598 -0.602 1.147 0.586 -0.49
S -1.166371 -0.105837 2.726009 -0.492 -2.652 -2.374 0.98
H -1.926747 0.509411 -0.457947 -1.114 -0.395 -0.296 0.11
H -1.134947 1.677634 0.646777 -0.646 0.340 -0.066 0.07
H -0.142996 1.753488 -1.735480 -1.112 1.380 -1.325 0.08
H 1.008970 1.588849 -0.499117 -1.429 -0.927 -0.226 0.14
H -0.350682 -0.691236 -2.039693 -0.090 -0.176 -0.277 0.12
H 1.188964 -0.079758 -2.502824 1.062 0.349 -0.907 0.09
H 1.265259 -2.113388 -1.093614 0.682 -0.078 0.010 0.11
H 2.162303 -0.646615 -0.373595 -1.102 -1.179 0.154 0.16
H -3.491412 -0.248086 2.280756 0.785 0.309 0.048 0.06
H 1.546171 -3.003579 0.962460 -0.211 0.347 -0.582 0.08
H 0.835163 -2.331099 2.245308 -0.775 -0.922 -0.995 0.11
```
Forces are in eV/Å.

Record 7
C7H12 | wB97M-V/def2-TZVPD

SMILES   C=CC[C@@H](C)C=C
Kohn-Sham gap   10.43 eV
Spin multiplicity   1
HOMO energy   -9.30 eV

The geometry in XYZ format:
```
19
Properties=species:S:1:pos:R:3:forces:R:3:lowdin_charge:R:1
C 1.034844 -0.771597 1.249630 0.011 -0.050 -0.045 -0.08
C 0.226985 0.505165 1.001155 0.015 -0.017 -0.032 -0.38
C 0.781639 1.425007 -0.062012 0.056 -0.034 -0.106 -0.17
C 1.650215 1.110642 -1.015568 -0.029 0.018 0.127 0.00
C -0.973700 -0.853719 -1.588399 -0.095 0.174 0.113 0.00
C -1.684911 -0.204008 -0.671525 0.026 -0.220 -0.072 -0.18
C -1.274602 0.240825 0.710285 0.101 0.133 0.051 -0.18
H 2.070138 -0.531995 1.517798 -0.161 -0.016 -0.065 0.08
H 0.593198 -1.330101 2.083319 0.061 0.082 -0.140 0.08
H 1.057155 -1.442641 0.386126 -0.007 0.110 0.110 0.06
H 0.249625 1.069122 1.946830 -0.050 -0.082 -0.163 0.13
H 0.352163 2.428842 -0.062186 0.042 -0.139 -0.012 0.11
H 1.919056 1.826036 -1.787925 0.035 -0.077 0.168 0.06
H 2.095996 0.120332 -1.085688 -0.031 0.170 0.035 0.06
H -1.415256 -1.110031 -2.546194 0.008 -0.023 0.119 0.05
H 0.067912 -1.120782 -1.449735 -0.169 0.050 -0.012 0.04
H -1.650692 -0.508134 1.418809 0.061 0.101 0.055 0.11
H -2.725088 0.022842 -0.900078 0.072 -0.033 -0.067 0.09
H -1.825128 1.164064 0.938891 0.054 -0.148 -0.066 0.11
```
Forces are in eV/Å.

Record 8
C7H12 | wB97M-V/def2-TZVPD

SMILES   CC#CCCCC
Kohn-Sham gap   10.42 eV
Spin multiplicity   1
HOMO energy   -9.33 eV

The geometry in XYZ format:
```
19
Properties=species:S:1:pos:R:3:forces:R:3:lowdin_charge:R:1
C 2.997242 -0.774106 0.919041 0.043 -0.031 0.039 -0.12
C 2.230853 0.022925 -0.135656 -0.007 0.026 -0.053 -0.28
C 0.723272 -0.072895 0.079096 0.005 -0.036 0.061 -0.24
C -0.106870 0.733224 -0.929064 0.031 0.017 -0.029 -0.22
C -1.540086 0.559349 -0.666485 -0.484 -0.092 0.145 -0.05
C -2.686206 0.345253 -0.358724 0.485 0.094 -0.133 -0.09
C -4.069595 0.072049 0.034503 -0.081 -0.010 0.017 -0.12
H 2.913021 -0.303632 1.905474 -0.006 -0.069 -0.139 0.07
H 2.593657 -1.790188 1.005401 0.083 0.133 -0.039 0.07
H 4.061317 -0.856302 0.675823 -0.137 0.042 0.041 0.07
H 2.545742 1.075351 -0.109102 -0.047 -0.145 -0.011 0.11
H 2.479924 -0.348466 -1.139092 -0.044 0.036 0.133 0.11
H 0.468904 0.265313 1.092082 0.043 -0.039 -0.126 0.12
H 0.414763 -1.124924 0.020838 0.042 0.141 0.018 0.12
H 0.159567 1.796982 -0.871367 -0.056 -0.153 0.010 0.12
H 0.129159 0.410103 -1.951819 -0.053 0.030 0.150 0.12
H -4.096820 -0.496575 0.970202 0.006 0.087 -0.141 0.08
H -4.589476 -0.514145 -0.730064 0.085 0.094 0.094 0.07
H -4.628367 1.000682 0.188914 0.091 -0.123 -0.036 0.07
```
Forces are in eV/Å.